Entry 1:
The following is a quantum chemistry calculation of a structure of composition C3H5AgLiO3 at a distorted geometry, from the Open Molecules 2025 dataset.

Output
Lowest unoccupied orbital energy: -5.0 eV
Spin multiplicity: 1
Total charge: +1
HOMO level: -13.055 eV

Positions of all 13 atoms, in Å:
Ag -3.4340 2.8821 -0.7924
O -1.6322 1.1022 -0.8825
O -1.4776 2.4481 0.8682
O -0.0452 0.8176 0.7225
C 1.3494 -1.3305 -0.9579
C 1.1511 -2.1766 0.0961
C -1.0874 1.4615 0.1655
Li 0.0430 2.4950 2.0425
H 0.3864 -2.9542 0.0167
H 2.2474 -0.7115 -1.0213
H 0.6013 -1.2879 -1.7532
H 2.0096 -2.4845 0.6995
H -0.1118 -0.2613 0.7965

Results of the natural (NBO) charge analysis, in e, for atoms 1 through 5: atom 1 (Ag): 0.947, atom 2 (O): -0.732, atom 3 (O): -0.917, atom 4 (O): -0.825, atom 5 (C): -0.329

=====

Entry 2:
The following is a quantum chemistry calculation of a structure of composition C19H31ClI2P3Pb at a distorted geometry, from the Open Molecules 2025 dataset.

Output
Lowest unoccupied orbital energy (alpha / beta): -13.4 / -13.1 eV
Spin multiplicity: 1
Total charge: +3
HOMO level (alpha / beta): -17.189 / -17.234 eV

Positions of all 57 atoms, in Å:
Pb 0.2240 -0.0423 -1.6396
I 0.2219 -2.8487 -1.4223
I 0.2213 2.7768 -1.6145
Cl 0.2217 -0.1378 -4.1685
P 2.7019 -0.0345 -1.9120
P 0.4271 0.1182 1.0910
P -2.2537 -0.0486 -1.9088
C -1.5948 1.7467 2.2500
C -1.4314 4.1111 2.5810
C -2.8150 1.3381 -2.8791
C 0.7495 -3.8623 2.0888
C -1.2189 -1.9465 2.1788
C -0.4958 -4.1843 2.6114
C 1.0033 -2.6044 1.6142
C 3.2805 -1.4851 -2.7659
C -0.0134 -1.6143 1.6455
C -3.0450 0.0186 -0.3217
C 3.2533 1.3545 -2.8814
C -0.3960 1.7070 1.6196
C -1.4736 -3.2073 2.6541
C -0.1809 4.0865 1.9751
C 1.5530 0.2754 2.5333
C -2.1291 2.9246 2.7206
C 0.3510 2.9091 1.5096
C -2.8246 -1.5023 -2.7675
C 3.4936 0.0415 -0.3209
H -0.6959 -5.1954 2.9924
H -2.1980 0.8076 2.4119
H -4.1372 0.0144 -0.4864
H -3.8723 1.1426 -3.1147
H -2.7690 0.9328 0.2200
H 2.6657 1.4395 -3.8032
H 0.9101 0.2326 3.4420
H -2.7734 -0.8523 0.2932
H 2.0658 1.2093 2.5028
H -3.8826 -1.3216 -3.0117
H -2.2482 -1.6578 -3.6874
H 4.3404 -1.3019 -3.0025
H -2.0474 -1.1845 2.2629
H 0.3903 5.0305 1.8763
H 3.2273 -0.8292 0.2960
H -2.2333 1.4213 -3.8051
H 2.2555 -0.5216 2.5597
H 4.3093 1.1605 -3.1245
H -2.7280 -2.3964 -2.1364
H -1.8529 5.0537 2.9571
H 1.3540 2.9177 1.0527
H -2.7186 2.2769 -2.3170
H 3.1821 -2.3814 -2.1382
H 4.5838 0.0449 -0.4873
H 2.0076 -2.3811 1.2055
H 2.7118 -1.6403 -3.6905
H 3.1603 2.2916 -2.3163
H -3.1193 2.9276 3.2208
H 1.5420 -4.6369 2.0560
H 3.2084 0.9577 0.2166
H -2.4685 -3.4504 3.0844

Results of the Mulliken charge analysis, in e, for atoms 1 through 5: atom 1 (Pb): 0.949, atom 2 (I): 0.050, atom 3 (I): 0.012, atom 4 (Cl): -0.347, atom 5 (P): 0.579

=====

Entry 3:
The following is a quantum chemistry calculation of a structure of composition C37H41CsF3N9O3P2S3, from the Open Molecules 2025 dataset.

Output
Lowest unoccupied orbital energy: 3.7 eV
Spin multiplicity: 1
Energy relative to the best compared isomer or geometry (same formula, charge and spin): 4.5 kcal per mole
Total charge: -2
HOMO level: -1.662 eV

Positions of all 99 atoms, in Å:
Cs 0.1859 1.8978 -0.2012
S 3.4792 1.0118 -0.3489
S -0.5742 -2.5458 -2.8824
S -1.5500 4.5807 1.3835
P 0.7401 -1.1588 -3.5424
P 3.0048 0.1806 -2.1376
F -2.2354 5.1486 3.8758
F -2.9290 3.2143 3.2003
F -3.9100 5.0136 2.5117
O -1.5191 5.9956 1.1055
O -2.1875 3.7544 0.3756
O -0.3306 4.0098 1.9233
N 0.7095 1.0077 2.9160
N 0.0295 -1.5258 0.5458
N -3.8720 -0.7324 3.4498
N 2.6457 -1.7437 1.8742
N -3.6400 -0.7609 1.1804
N -2.5694 -0.0520 -1.5108
N -4.0512 -0.6250 5.7392
N -2.1938 0.3147 4.7586
N -1.9841 0.2871 2.3982
C 3.8734 -2.2955 -1.2678
C 3.1697 -4.0596 -5.2069
C -0.7830 0.9790 -4.5315
C 1.9384 -2.0628 -4.6313
C -0.4833 -0.7935 -6.1063
C 5.1632 1.6975 -3.2337
C 1.8707 1.6445 3.0560
C 4.5960 -3.4772 -1.2895
C -0.1364 2.2680 4.7676
C -1.5493 1.6794 -5.4540
C -3.3420 -0.3435 4.5974
C -1.5645 0.5911 3.6119
C -0.2314 -0.2595 -4.8440
C 4.9667 3.1132 -5.1704
C 2.2291 -3.4058 -4.4213
C 3.8201 -3.3838 -6.2291
C 4.0664 -1.3249 -2.2519
C 1.0651 2.9420 4.8818
C -2.7140 4.4797 2.8115
C 5.5255 -3.7137 -2.2964
C 1.3967 -0.0654 -2.4782
C 3.0640 1.8791 -4.3695
C -1.7651 1.1515 -6.7196
C 4.9953 -1.5710 -3.2578
C 2.0950 2.6212 4.0128
C 3.6273 2.7719 -5.2759
C -1.2323 -0.0917 -7.0398
C 1.7823 -2.4530 2.8070
C -0.2683 1.3186 3.7604
C 3.5370 -2.0419 -6.4499
C 5.7209 -2.7574 -3.2799
C 5.7349 2.5735 -4.1427
C -0.3831 -2.5950 1.4478
C -3.1522 -0.3882 2.3652
C 3.8246 1.3233 -3.3499
C 2.6115 -1.3883 -5.6499
C 0.7948 -3.3456 2.0590
H 4.5516 -3.8959 -6.8444
H 4.4330 -4.2123 -0.5094
H 3.3969 -5.1022 -5.0152
H 5.4111 3.8063 -5.8760
H 3.0501 3.1275 4.0544
H -0.0884 -1.7704 -6.3586
H 2.4231 -3.0817 3.4347
H 0.3857 -4.0936 2.7484
H 3.1811 -2.1122 -0.4543
H 2.1407 -0.9832 1.4289
H -1.9761 2.6386 -5.1838
H -0.7998 -1.1524 0.1001
H 6.7792 2.8491 -4.0453
H 2.0158 1.6030 -4.4262
H 6.4271 -2.9371 -4.0830
H 1.1904 3.7159 5.6291
H -2.4705 0.9513 -1.3915
H -0.6326 1.3565 -3.5266
H 4.0446 -1.4991 -7.2397
H 5.1461 -0.8468 -4.0464
H 6.0876 -4.6410 -2.3165
H 2.4049 -0.3410 -5.8248
H 5.7476 1.3019 -2.4111
H 1.6984 -3.9308 -3.6359
H -0.9492 -2.1331 2.2640
H 1.2143 -1.7906 3.4798
H 1.3438 -3.8842 1.2792
H -1.4051 -0.5186 -8.0217
H -3.5093 -0.6010 6.5857
H -0.9746 2.4753 5.4166
H -1.0542 -3.3262 0.9703
H -4.7270 -1.3637 5.6484
H -1.6566 -0.4562 -1.7364
H -4.5141 -1.2534 1.1855
H -3.1090 -0.1933 -2.3581
H 3.4518 -1.3413 2.3355
H 3.0161 3.2001 -6.0626
H 0.5697 -1.8941 -0.2345
H 2.6456 1.3689 2.3459
H -2.3509 1.6996 -7.4486
H -3.2027 -0.5209 0.2845

Results of the Mulliken charge analysis, in e, for atoms 1 through 5: atom 1 (Cs): 1.358, atom 2 (S): -0.676, atom 3 (S): -0.621, atom 4 (S): 1.217, atom 5 (P): 0.903

=====

Entry 4:
The following is a quantum chemistry calculation of a structure of composition C21H13F6N5O2S2 at a distorted geometry, from the Open Molecules 2025 dataset.

Output
Lowest unoccupied orbital energy: -0.4 eV
Spin multiplicity: 1
HOMO level: -8.814 eV

Positions of all 49 atoms, in Å:
S -2.4347 -0.8473 -1.4440
S 1.6704 3.4191 -6.8981
F -5.7055 -2.9126 4.8713
F 0.5623 -3.3468 2.2599
F -3.9591 -2.3618 5.9065
F -3.9348 -4.3726 4.9436
F -0.1201 -3.3345 0.2044
F -0.9416 -4.9094 1.6452
O -3.5977 0.0278 -1.2689
O -2.6700 -2.0656 -2.1181
N 0.2178 -0.5329 1.1254
N 0.5550 1.7831 -3.3899
N -0.4789 1.9804 -6.2127
N 1.2428 1.6982 -2.2849
N -1.7326 -1.0703 0.0782
C -4.3067 -3.0699 4.7890
C 2.4267 -0.2755 2.0963
C 1.4333 0.0265 1.0058
C -2.3875 -3.0727 3.1049
C -3.6263 -1.1851 1.4954
C 0.6811 2.5129 -5.7793
C 0.9840 0.8856 -1.1747
C -2.3398 -1.7335 1.1099
C 2.5569 2.6749 -3.7784
C -1.2598 0.1570 -2.2215
C -3.6579 -2.5504 3.5848
C -0.5171 -3.6033 1.4229
C -0.5327 -0.5115 0.0053
C 1.8768 0.7904 -0.1299
C -0.1664 0.1968 -1.1039
C 2.5619 2.0562 -2.5031
C -0.5882 2.3920 -7.4773
C -1.7364 -2.7557 1.9245
C 1.1941 2.3048 -4.3610
C -4.3022 -1.5982 2.7220
C 0.3863 3.1861 -8.0425
H 3.1902 -0.8685 1.6510
H 0.3864 3.5179 -9.0553
H -0.8579 -0.3639 -3.1692
H -5.2416 -1.2952 3.0927
H 3.3849 2.9990 -4.4282
H -1.9912 -3.9303 3.6602
H -1.5481 2.1547 -7.8908
H -1.7781 1.1314 -2.3982
H 3.0111 0.6317 2.5060
H 2.8523 1.3122 -0.1092
H 3.3989 1.8467 -1.8922
H -4.1999 -0.5296 0.8208
H 2.0476 -0.8667 2.8781

Results of the natural (NBO) charge analysis, in e, for atoms 1 through 5: atom 1 (S): 2.303, atom 2 (S): 0.442, atom 3 (F): -0.335, atom 4 (F): -0.334, atom 5 (F): -0.325

=====

What is the formula in the fourth record?
C21H13F6N5O2S2

=====

What is the spin multiplicity in the third record?
1

=====

What is the formula in the second record?
C19H31ClI2P3Pb

=====

Look up the spin multiplicity of the second one.
1